13
Properties=species:S:1:pos:R:3:lowdin_charge:R:1 method="wB97M-V/def2-TZVPD" multiplicity=1 e_tot_ha=-340.722096 orbital_gap_ha=0.3637 de_lowest_kj_mol=191.2 homo_energy_ev=-9.196
C 0.33809 0.87402 2.31253 -0.100
C -0.61355 0.11909 0.14003 -0.096
C -0.43341 1.05574 1.02924 -0.129
N 0.56367 0.08922 -2.34044 0.157
C -0.03617 -0.89569 -1.82804 -0.552
O -0.05239 -2.14508 -2.33500 0.073
N -0.84742 -0.78695 -0.66656 0.145
H 1.38710 1.16735 2.20024 0.074
H 0.30711 -0.16665 2.64501 0.075
H -0.10128 1.49307 3.09959 0.070
H -0.85956 2.02688 0.78908 0.112
H 1.02556 -0.19507 -3.20220 0.061
H -0.64505 -2.68148 -1.78862 0.108

13
Properties=species:S:1:pos:R:3:lowdin_charge:R:1 method="wB97M-V/def2-TZVPD" multiplicity=1 e_tot_ha=-340.702826 orbital_gap_ha=0.3553 de_lowest_kj_mol=241.8 homo_energy_ev=-8.977 smiles="CC=C=O.N#CN"
C 1.26327 1.74157 1.07421 -0.097
C 0.40957 -0.11657 0.22359 -0.278
C 0.31086 1.16374 0.02434 -0.123
N -1.40413 -0.27014 -2.17289 0.146
C -1.42644 -1.24572 -1.54021 -0.376
N -1.39363 -2.38072 -0.82148 0.103
O 0.67496 -1.18779 0.63452 0.124
H 2.28226 1.37049 0.91484 0.081
H 1.25135 2.82046 0.98632 0.072
H 0.97233 1.46145 2.09328 0.082
H -0.05321 1.65808 -0.86718 0.096
H -0.61636 -2.39116 -0.16550 0.065
H -2.27082 -2.62369 -0.38383 0.105

14
Properties=species:S:1:pos:R:3:lowdin_charge:R:1 method="wB97M-V/def2-TZVPD" multiplicity=1 e_tot_ha=-415.923967 orbital_gap_ha=0.2913 de_lowest_kj_mol=306.3 homo_energy_ev=-7.175 smiles=Nc1cc(O)c(N)o1
C 1.24439 -0.17630 -0.18005 -0.460
C 0.39840 -1.19433 -0.15028 0.013
C -0.87744 -0.65349 -0.08848 -0.382
C -0.79464 0.64554 -0.11985 -0.327
H 2.76500 1.16612 0.05212 0.170
H 3.20632 -0.45038 0.58647 0.133
H 0.79280 -2.17677 -0.45163 0.132
H -1.87697 -2.31706 0.35733 0.133
H -1.90558 1.98790 0.86672 0.045
H -2.52497 1.65836 -0.63143 0.167
N 2.51210 0.09220 0.00319 0.117
N -1.53034 1.88401 -0.05008 0.089
O -1.92991 -1.41616 -0.01231 0.084
O 0.52085 0.95037 -0.18173 0.085

14
Properties=species:S:1:pos:R:3:lowdin_charge:R:1 method="wB97M-V/def2-TZVPD" multiplicity=1 e_tot_ha=-415.850083 orbital_gap_ha=0.3562 de_lowest_kj_mol=500.3 homo_energy_ev=-8.741 smiles="O/N=C1/NO[C@H]2C[C@@H]12"
C 0.42194 0.51665 0.72363 -0.297
C 0.37834 -0.41385 -1.43638 -0.267
C -0.65035 -1.28971 -0.77489 -0.019
C -0.53004 0.20141 -0.41804 -0.108
H -1.00008 2.21607 2.59660 0.096
H 1.81952 -0.88216 0.90812 0.123
H 0.23255 -0.15790 -2.45543 0.142
H -1.49993 -1.61514 -1.36569 0.106
H -0.35317 -2.02717 -0.06185 0.101
H -1.35528 0.84974 -0.60870 0.128
N 0.26123 1.30855 1.72278 0.042
N 1.64290 -0.05480 0.40128 0.071
O -1.05585 1.75833 1.74039 -0.073
O 1.68822 -0.41002 -0.97183 -0.046

14
Properties=species:S:1:pos:R:3:lowdin_charge:R:1 method="wB97M-V/def2-TZVPD" multiplicity=1 e_tot_ha=-415.778301 orbital_gap_ha=0.2833 de_lowest_kj_mol=688.7 homo_energy_ev=-8.359
C -2.39090 0.69676 -0.19573 -0.078
C -0.02970 0.37761 0.37447 -0.338
C 1.47119 -1.05340 -0.00458 -0.075
C 0.17710 -0.76639 -0.24773 -0.450
H -3.14526 1.43255 0.11508 0.095
H -2.53262 0.62140 -1.20650 0.032
H -2.72644 -0.44713 -0.13352 0.133
H 3.08959 -0.00863 0.72632 0.188
H 2.27966 -1.97365 -0.13503 0.171
H -0.41941 -2.46279 -0.71171 0.342
N 1.11994 0.95112 0.87460 0.099
N 2.05484 0.13971 0.42787 -0.070
O -1.13446 1.14584 0.34879 -0.029
O -0.63244 -1.18647 -1.26511 -0.020

14
Properties=species:S:1:pos:R:3:lowdin_charge:R:1 method="wB97M-V/def2-TZVPD" multiplicity=1 e_tot_ha=-415.889943 orbital_gap_ha=0.3654 de_lowest_kj_mol=395.6 homo_energy_ev=-9.145 smiles=COc1conc1N
C -2.37003 -0.04769 0.36220 -0.088
C -0.29917 -0.52262 -0.12942 -0.298
C 0.63057 -1.47175 0.07374 -0.029
C 0.55523 0.71480 -0.12199 -0.320
H -2.39912 -0.37410 1.45965 0.117
H -2.08229 0.95356 0.58324 0.044
H -3.45956 -0.02508 -0.07008 0.128
H 0.62022 -2.60480 0.32197 0.176
H -0.71036 2.50641 -0.45983 0.133
H 0.95993 2.56233 -0.18014 0.052
N 1.77715 0.46346 -0.00718 0.097
N 0.13684 2.08292 0.08031 0.091
O -1.51665 -0.72372 -0.56621 -0.044
O 1.83836 -0.88621 0.15697 -0.058

14
Properties=species:S:1:pos:R:3:lowdin_charge:R:1 method="wB97M-V/def2-TZVPD" multiplicity=1 e_tot_ha=-415.841675 orbital_gap_ha=0.3255 de_lowest_kj_mol=522.3 homo_energy_ev=-9.990
C -0.29604 0.46941 -1.67700 -0.464
C -0.89294 0.73606 -0.37396 -0.026
C -0.52383 0.63411 0.90358 -0.052
C 0.37787 -0.42875 1.47408 -0.485
H 0.90330 -0.67451 -2.82640 0.140
H 1.10347 -0.90829 -1.02082 0.016
H -1.98062 1.35600 -0.51090 0.187
H -1.24144 1.11792 1.60577 0.115
H 0.18528 -1.76113 3.29166 0.336
H 0.20926 0.50439 3.58941 0.122
N 0.80038 -0.44188 -1.80131 0.167
N 0.47536 -0.25962 2.85295 0.039
O -0.58035 1.25316 -2.63439 0.001
O 0.56788 -1.65177 0.95309 -0.095

14
Properties=species:S:1:pos:R:3:lowdin_charge:R:1 method="wB97M-V/def2-TZVPD" multiplicity=1 e_tot_ha=-415.849507 orbital_gap_ha=0.3175 de_lowest_kj_mol=501.8 homo_energy_ev=-9.374
C 0.73444 1.52959 0.26160 -0.054
C -0.18422 0.33693 -0.17023 -0.358
C 1.43541 -1.32726 -0.13049 -0.227
C -2.34387 -0.12686 -0.14679 -0.345
H 2.12396 1.12868 -0.16579 0.191
H 0.21741 2.61628 -0.40840 0.175
H 1.20921 1.45218 1.31992 0.080
H -0.49007 -1.60949 -0.19573 0.107
H 1.68728 -2.37068 0.13887 0.157
H -3.23751 0.40842 -0.54105 0.124
N 0.17926 -0.91278 -0.16195 0.148
N -1.41951 0.76354 -0.15518 0.093
O 2.42588 -0.57113 -0.00431 -0.039
O -2.33769 -1.31740 0.35954 -0.051

Question: What is the multiplicity in the eighth record?
Answer: 1